The following is a DFT calculation (ωB97M-V/def2-TZVPD) of one molecule with the formula C4H4N2O in a non-equilibrium geometry.

As for the energy relative to the best compared isomer or geometry (same formula, charge and spin): 33.40 kcal per mole. The value obtained for the HOMO energy is -9.9473 eV. As for the molar mass: 96.09 g/mol. Its SMILES is O=c1cc[nH]cn1. The energy is -339.52843 Ha. As for the maximum force: 1.64 eV/Å.

Last columns: bonded neighbours and bond lengths (Å).
Element x y z (Å)
1 O 2.4119 -1.0375 0.1618  C2 1.208
2 C 1.2728 -0.6564 0.0347  O1 1.208, C3 1.483, N7 1.430
3 C 0.9416 0.7690 -0.2057  C2 1.483, C4 1.330, H8 1.082
4 C -0.3333 1.1107 -0.3715  C3 1.330, N5 1.418, H9 1.085
5 N -1.3636 0.2269 0.0399  C4 1.418, C6 1.419, H10 1.040
6 C -0.9860 -1.1402 0.0903  N5 1.419, N7 1.271, H11 1.093
7 N 0.1983 -1.5996 0.0418  C2 1.430, C6 1.271
8 H 1.7457 1.4882 -0.2883  C3 1.082
9 H -0.7118 2.0840 -0.6650  C4 1.085
10 H -1.3514 0.5948 1.0123  N5 1.040
11 H -1.8240 -1.8398 0.1497  C6 1.093